A cluster of 9 separate species, C62H48ClF8O3P in total at a distorted geometry, computed with wB97M-V/def2-TZVPD.

```
123
Properties=species:S:1:pos:R:3:lowdin_charge:R:1
H 1.5615 -3.1185 -11.8782 0.0874
C -4.3402 -0.4880 -8.9149 -0.2854
H 8.1236 6.4152 6.0901 0.1042
C -4.4400 -0.4297 -0.3473 -0.0800
O -3.3227 1.1354 7.5801 -0.0332
C -1.9562 3.9720 6.1874 0.0148
H 5.6934 -4.9085 14.7921 0.1023
C 3.0216 -3.2537 12.5462 -0.2775
F 3.7208 5.4445 6.0311 0.0609
C -7.2336 -1.8546 -4.4752 -0.0784
H -1.5770 6.0750 5.0490 0.0912
H -5.5123 5.0472 0.1371 0.1053
H -4.1645 -2.0127 -5.9443 0.0891
C 6.0012 6.0419 6.0947 -0.0191
C -5.6017 -2.7755 -2.9667 -0.3017
C -3.4267 -0.0390 -7.9677 -0.0220
H -7.6699 -2.5105 -2.4616 0.1158
C 2.5926 -1.2798 -9.8196 -0.0251
C 6.6325 3.5734 4.9472 -0.0815
H 0.7320 5.2474 3.4854 0.0976
C -4.5028 5.3130 0.4433 -0.0942
H -3.7256 5.2930 -1.5698 0.1033
C 4.9989 5.1306 5.7812 -0.2874
H 3.9270 -3.2814 -7.4154 0.1031
F -0.6840 6.3193 1.5976 0.0478
C 1.2982 -4.6710 -13.3538 -0.0940
H 5.1062 -1.1533 7.6369 0.0403
H 0.4314 -4.1964 -13.8088 0.1008
H 1.6125 2.5718 3.7275 0.1048
C 0.6831 2.9836 4.3249 0.0095
O 4.5870 -1.9756 7.3925 -0.4139
H 4.5021 3.2033 4.9802 0.0680
H -3.6871 -0.0683 -6.9149 0.1018
C -0.0912 1.9852 5.3698 -0.0237
H -0.1857 -2.8091 -8.5992 0.1189
C 5.3233 -3.5002 13.2025 -0.0786
O 0.7015 -0.3766 4.4871 -0.0628
P 3.1714 -1.4114 6.4893 0.6661
H -6.4959 -1.3059 -6.4252 0.0872
C 1.7313 -1.0276 7.6914 -0.3129
C -4.6084 -2.6405 -3.9305 -0.0111
H -0.9117 0.8635 -10.0722 0.0967
C -2.1866 0.4437 -8.3851 -0.0748
F -5.2914 -3.2848 -1.7672 0.0530
F 0.3288 -1.0529 -10.4405 0.0486
H 1.5806 -4.4362 13.6083 0.1167
C 1.9315 -4.0643 -12.2663 -0.0706
C 0.3852 -1.0777 10.2605 -0.0139
C -4.5120 0.7915 -1.0175 -0.0133
H 4.6042 -1.6030 -9.1156 0.1075
C -0.8588 -0.1635 9.6364 0.0152
H -8.2536 -1.5425 -4.6860 0.1056
Cl 3.8600 0.4681 5.6599 0.1487
C 7.6465 4.4805 5.2646 -0.0995
C -1.8772 0.4831 -9.7455 -0.1094
C -2.5651 1.5710 0.1920 -0.0125
C -0.8350 0.3280 8.0729 -0.0196
C 7.3323 5.7125 5.8402 -0.0859
H 4.6385 -2.1790 11.6333 0.1136
F 2.0952 -2.6800 11.7670 0.0108
C 0.4130 0.3994 5.5398 -0.2395
C -2.2060 5.7994 -0.1271 -0.0154
F -5.5291 -0.9572 -8.5136 0.0541
H -2.5617 0.0708 -11.7501 0.1076
H -1.7574 0.1266 10.3279 0.0993
C -1.3903 2.4393 6.3189 -0.0244
C 0.8645 -2.5591 -8.7068 -0.0113
H 8.6843 4.2246 5.0618 0.0999
C -1.9272 5.9914 1.2216 -0.2883
C -2.9185 5.8482 2.1861 -0.0214
C -3.4992 5.4530 -0.5185 -0.0983
C -1.1564 4.9641 5.1225 -0.0579
H -3.3816 -1.5964 1.1243 0.1035
H -2.8742 4.3501 6.8112 0.1036
C 1.2553 -1.6266 -9.6613 -0.3063
H 1.5346 -3.8977 -7.1566 0.1073
C -4.0393 -0.4576 -10.2721 -0.0152
C -4.9321 -2.1150 -5.1813 -0.0791
C 0.1418 4.5318 4.2184 -0.0333
C 3.0393 -4.6751 -11.6789 -0.0058
H 3.3009 -5.5248 15.0509 0.1065
C -6.2447 -1.7198 -5.4509 -0.0889
C -2.4994 0.3542 0.8704 -0.0753
C 0.4674 -0.1262 7.1267 -0.0272
C 4.9403 -4.4427 14.1599 -0.0943
H -1.4157 5.9206 -0.8607 0.1167
H 1.2767 -6.3550 -14.7013 0.1039
C 2.8883 -6.4874 -13.2769 -0.0205
C 3.5570 -1.8731 -9.0050 -0.0888
C -2.0072 1.2860 7.3614 -0.1894
H 6.8795 2.6159 4.4953 0.1044
F -3.6391 2.9502 -1.3908 0.0462
H -1.4624 0.7888 -7.6511 0.1086
C 5.3023 3.8986 5.2122 -0.0300
C 1.8298 -3.1608 -7.8997 -0.0758
F 4.5758 -6.4635 -11.6297 0.0628
C -2.8036 0.0355 -10.6907 -0.0766
C -3.5725 1.7794 -0.7433 -0.2824
C 2.6309 -4.1862 13.5007 -0.0134
C 3.5088 -5.8797 -12.1911 -0.2874
H 3.5390 -4.2229 -10.8284 0.1041
C -3.4347 -0.6454 0.5986 -0.0885
C 1.6610 -1.4931 9.2645 -0.0236
H -2.6746 5.9984 3.2326 0.0732
H -5.2907 0.9801 -1.7493 0.1141
H 3.2767 -7.4247 -13.6614 0.1146
H -4.7681 -0.8172 -10.9912 0.1154
H -1.7204 0.1855 1.6100 0.1048
C 3.1740 -2.8156 -8.0475 -0.0990
H -5.1650 -1.2113 -0.5601 0.0892
H -3.5927 -2.9451 -3.7002 0.1176
C -6.9118 -2.3904 -3.2285 -0.0206
C 4.3589 -2.9069 12.3879 -0.0151
H 2.8722 -0.5519 -10.5742 0.1190
H 5.7385 6.9987 6.5334 0.1151
C 1.7738 -5.8826 -13.8575 -0.0861
C -4.2142 5.5128 1.7941 -0.0733
H 0.3894 -1.4380 11.3773 0.0832
H -4.9978 5.4074 2.5405 0.1060
H -1.8409 2.3556 0.3845 0.1130
C 3.5961 -4.7879 14.3078 -0.0801
H 2.5481 -2.1203 9.7119 0.0777
H 6.3706 -3.2301 13.0919 0.1065
```

Results
Charge = 0
SMILES = O=C1c2ccccc2C(=O)c2c1cccc2P(O)Cl.Fc1ccccc1.Fc1ccccc1.Fc1ccccc1.Fc1ccccc1.Fc1ccccc1.Fc1ccccc1.Fc1ccccc1.Fc1ccccc1
HOMO-LUMO gap = 7.22 eV
DFT total energy = -114748.38762 eV


A structure of composition C62H49NO7PS2W, computed with wB97M-V/def2-TZVPD.

```
123
Properties=species:S:1:pos:R:3:lowdin_spin:R:1
H 4.9857 -1.8680 -3.1787 0.0000
H 2.2028 0.5525 5.1475 0.0006
C -2.3399 0.7232 4.5277 -0.0028
H 3.9428 0.3256 -3.5863 0.0000
H -6.1468 -2.7589 4.2023 0.0000
H 4.6728 -1.1350 -1.0058 0.0000
C 3.3426 -0.5219 -3.2786 0.0000
H -0.4341 -2.3218 -4.9305 0.0000
H 4.9191 4.8246 6.3521 0.0000
C -1.8592 -5.3814 -5.2696 -0.0001
H 3.0710 2.7941 -0.5804 0.0000
H -3.2314 1.3293 4.4352 -0.0004
H 2.3473 -1.2670 -0.2771 0.0066
C 0.6296 3.8800 1.5283 0.0003
H 0.3081 2.7688 3.3722 0.0018
P 2.5254 1.8917 2.1127 0.0453
C 3.7487 0.2514 0.3403 0.0062
O 1.7147 -1.3777 3.2269 0.0421
C -0.9353 -3.2409 -4.6575 -0.0001
H -1.3184 -2.8082 2.6407 0.0002
H -2.7458 -6.5314 -3.7112 0.0000
H -0.9038 -4.0053 -6.6362 0.0000
H 4.3318 5.9321 4.2071 0.0001
C 0.4683 4.9408 -0.6421 -0.0002
H 3.2506 4.6392 2.4299 0.0000
C -2.9953 1.6504 -5.0411 0.0000
C -1.9813 -4.6578 -2.9683 -0.0001
C -4.4947 -1.7604 3.2710 0.0001
H 0.5143 4.4895 3.5875 0.0002
S -1.2359 -1.4382 0.1150 0.0072
H -3.0004 0.0025 -9.1093 0.0000
C 1.5710 4.2304 -1.0878 0.0002
H -5.1278 -1.8718 5.3253 0.0000
H -3.1758 -1.6827 -4.4571 0.0000
C -1.2005 -4.1795 -5.6106 0.0000
H -0.0370 5.6348 -1.3008 0.0000
C 4.4393 4.2653 5.5602 -0.0006
H 1.9429 4.3665 -2.0949 0.0000
C -2.2403 -5.6129 -3.9812 0.0000
H -3.9734 1.4619 -8.9300 0.0000
C -1.0735 -2.4885 -2.2839 -0.0004
C 2.3524 -0.2651 0.1652 0.0085
C 3.4975 4.1510 3.3641 0.0002
H -6.2506 -1.0046 4.2630 0.0000
O 0.0394 -1.8065 0.9330 0.0593
C -2.3726 -4.8939 -1.6251 0.0001
C 6.1098 0.2146 -0.1557 0.0007
C -2.2812 -2.3378 2.4858 0.0004
C -0.2782 -1.2611 -2.5940 0.0000
C -1.4129 0.7043 3.5103 0.0178
H 4.4284 2.4340 6.6661 0.0000
O -3.2913 -0.7088 -2.0260 0.0001
H -0.9992 3.8720 2.9165 0.0002
C 3.2715 0.7117 4.9898 0.0025
H -4.7183 -0.1294 -8.7596 0.0000
C 1.9485 -0.3417 -3.1164 0.0000
C -2.0904 -0.0893 5.6411 0.0199
C 3.9853 1.3159 1.2175 0.0056
C -3.7424 -0.9900 1.1006 0.0005
C -0.9405 -0.8887 5.6966 -0.0038
O 1.5766 -2.4637 5.1959 0.0392
C 1.7771 -2.6779 -2.4646 0.0008
C 1.1717 -1.6594 4.4093 0.0116
H -2.4581 -4.1335 0.3597 0.0000
C -2.5341 -1.6362 1.3119 0.0022
C -0.8087 -0.0148 -2.8018 0.0001
H -0.7480 -1.5402 6.5367 -0.0004
H 1.9725 1.7648 -3.5980 0.0000
C -3.2655 -2.3948 3.4564 0.0000
H -2.8741 -5.8212 -1.3805 0.0000
C -1.3203 -3.4526 -3.3071 0.0000
C 0.0087 1.0903 -3.1432 0.0000
C 6.3279 1.2893 0.6984 0.0001
H -3.6844 0.4269 6.5645 0.0001
O -2.9330 -0.1663 6.6811 0.0117
S -2.5462 0.4357 -2.6233 0.0000
C -1.5062 1.4169 2.1781 0.0118
W 1.0283 -0.1374 1.8655 1.5982
H -3.6810 -1.6715 -6.8786 0.0000
C 3.1270 -2.8218 -2.6209 0.0006
H -3.0765 -2.9359 4.3759 0.0000
C -2.9318 0.4472 -4.3652 0.0000
H 7.3248 1.6843 0.8362 0.0000
H 1.1858 -3.5212 -2.1374 0.0000
C 5.2622 1.8414 1.3900 0.0003
H 1.8041 0.3736 -0.5571 -0.0015
N -0.3169 -0.0402 3.5851 0.0065
H -2.0583 -6.1187 -6.0356 0.0000
C 3.9200 -1.7366 -3.0464 0.0001
H 6.9445 -0.2291 -0.6827 0.0001
H 3.5920 -3.7774 -2.4192 0.0000
C -3.2811 1.6492 -6.4004 0.0000
H -3.3349 2.5892 -6.9346 0.0000
C 4.1605 2.9199 5.7363 0.0003
H 3.7857 0.3702 5.8860 0.0002
C 3.5471 2.1646 4.7405 0.0003
C -1.4822 -2.7672 -1.0090 -0.0009
C 4.1100 4.8855 4.3650 0.0005
H 3.5856 0.0763 4.1602 0.0008
H -0.8637 5.3080 0.9935 0.0001
O -2.4081 2.1475 1.8785 0.0337
C 0.0816 3.7394 2.9220 0.0014
C 1.1440 -1.4357 -2.7252 0.0005
C -4.7146 -1.0623 2.0872 0.0001
H -2.8332 2.5833 -4.5157 0.0000
H -3.9173 -0.4482 0.1794 0.0001
C -3.4759 -0.7397 -6.3651 0.0000
C -3.1856 -0.7558 -5.0154 0.0000
C 4.8352 -0.2984 -0.3359 -0.0005
O -0.4809 1.0835 1.4044 0.0334
C -0.0797 -0.8329 4.6255 0.0167
C 2.2046 3.3433 -0.2322 0.0002
C -2.1362 -3.9651 -0.6580 -0.0002
C 3.2027 2.7985 3.5426 0.0082
C 0.0073 4.7622 0.6531 0.0003
H 5.4291 2.6600 2.0790 0.0000
H -0.4478 2.0661 -3.2623 0.0000
C -5.5608 -1.8461 4.3249 0.0000
C -3.8212 0.4535 -8.5491 0.0000
H -5.6594 -0.5559 1.9327 0.0000
C 1.3465 0.9263 -3.3191 -0.0001
C 1.7479 3.1677 1.0720 0.0050
C -3.5186 0.4612 -7.0792 0.0000
```

Results
<S²> = 2.014
Energy above the lowest of the compared OMol25 structures with the same formula, charge and spin = 6.8 kJ/mol
2S+1 = 3
Charge = +1
HOMO-LUMO gap (spin up / spin down) = 7.68 / 7.36 eV
DFT total energy = -113695.19212 eV


A cluster of 11 separate species, C62H52O20 in total at a distorted geometry, computed with wB97M-V/def2-TZVPD.

```
134
Properties=species:S:1:pos:R:3:lowdin_charge:R:1
O -5.2733 0.6664 5.2633 0.0844
H 2.3563 1.9570 -1.7984 0.1004
H -0.7777 1.6075 1.0694 0.1244
C -1.2015 0.3990 -0.5862 -0.1921
C 0.5880 -3.4699 4.3910 -0.3673
H -1.8501 1.1778 -0.9874 0.1064
H -1.7909 5.8690 -4.1800 0.1016
C -5.7853 -0.3827 1.9122 -0.0051
H -6.5282 -0.3041 1.1322 0.1240
C 1.3184 -1.8113 -3.6885 0.0313
H 8.1221 -1.6548 2.3768 0.1220
H 1.0761 -0.8789 -3.2001 0.0979
C 2.1312 -5.8401 2.0579 0.0512
O 2.8134 0.9577 -3.4626 -0.1886
H 1.4984 -6.0659 2.9035 0.1081
H 3.8041 0.4424 -5.1983 0.1204
C -4.6956 -1.2772 1.6306 -0.3962
H 2.1519 -5.0134 -5.6089 0.1105
H -5.9241 2.0869 -5.6717 0.1252
C 5.5168 0.6190 2.6225 0.0351
H 0.1292 -1.2309 1.4791 0.1071
C -4.9835 0.0575 4.2308 -0.3923
C 2.4475 -2.4428 5.7521 0.0524
H -2.3516 0.0558 -4.4155 0.1058
H -3.4537 3.4932 4.0540 0.1184
C 7.1377 -1.2142 2.4325 0.0209
O -0.1003 0.6285 4.9905 0.0834
C -4.0961 3.6729 -1.8442 0.0277
C -5.3813 1.4905 -4.9534 0.0139
H 4.4892 2.9306 -5.1848 0.1113
C -0.4491 4.4490 -3.2782 -0.3422
H -1.8209 4.8179 -6.4994 0.1198
C 3.0705 -3.5225 -4.1462 -0.4003
C -0.7945 1.6161 5.2813 -0.3760
C -3.5937 5.0200 -1.5763 -0.3919
C -3.7220 -1.4292 2.7512 0.0526
C -6.1101 0.8810 -3.9908 0.0172
C -3.8690 -0.8170 3.9816 0.0109
O 0.1268 0.4731 -1.1568 -0.1571
H -3.1156 -1.0186 4.7286 0.1167
H -7.1895 0.8979 -4.0228 0.1279
C -5.5256 -0.0329 -3.0660 -0.4196
O -3.4139 1.8223 -6.1381 0.1131
C -2.3858 4.0981 5.7078 -0.4085
C -0.0131 2.4708 -4.8273 0.0334
H -2.8913 -2.1186 2.7167 0.1120
C -0.8941 0.5520 0.8237 -0.1922
H 4.7589 -7.1179 0.2448 0.1214
C 3.8980 2.9299 -3.0162 -0.1345
H -4.5594 1.6939 -1.1852 0.1048
C -4.1047 -0.3066 -3.3014 0.0338
H -1.7054 -0.5126 -0.9075 0.1248
C 2.2256 -4.7828 -0.2051 -0.3731
C 1.0267 -0.2686 -0.2948 -0.1663
C 0.6973 -3.7657 -4.9847 0.0185
H 0.3318 1.4570 -4.9672 0.1132
C 3.4440 -6.5253 1.8993 -0.3605
H -2.2656 1.5241 3.5839 0.0964
O -3.7618 2.0144 1.3466 0.1009
C 1.5725 -5.0256 1.0653 0.0337
C -3.7582 2.8701 0.4836 -0.3829
H 0.9593 -5.0810 7.3546 0.1249
C -1.2012 3.7259 6.4818 0.0511
H 6.2615 -3.1194 2.2294 0.1088
C 2.6003 -2.2611 -3.6136 0.0073
C -0.4263 2.6190 6.2368 0.0226
O 3.6475 -2.4826 2.0221 0.0870
C -3.3722 5.1941 -0.1390 0.0517
O 4.0511 -7.0535 2.8611 0.0751
H 3.3100 -1.6238 -3.1071 0.1178
H 1.8924 -1.8059 3.8631 0.0957
C -1.2400 4.9725 -4.4232 0.0191
H 3.0514 3.5987 -3.1713 0.1117
H 3.7679 -5.6592 -1.4029 0.1169
O 4.2075 -3.9211 -3.9829 0.1034
H -0.9799 4.3523 7.3334 0.1211
O -4.3719 -1.6678 0.5255 0.1090
O 3.0276 -3.5256 7.8888 0.1153
C 6.0698 -2.0654 2.3663 0.0465
C -3.9836 1.2849 -5.1901 -0.3879
H 0.5059 2.6119 -2.7550 0.0909
O 1.9010 -3.9050 -1.0205 0.0968
H 3.4129 0.0716 2.5139 0.0950
O -2.9853 5.1666 5.9025 0.1139
H 4.5952 3.3291 -2.2795 0.1171
C 1.2377 -4.3282 6.6319 0.0126
C -4.1420 2.6644 -0.9612 0.0499
C 3.9644 -6.4465 0.5350 0.0204
H 0.1843 -4.3439 -5.7389 0.1174
O -0.9252 -2.2077 -4.2374 0.0825
H 2.6477 1.7941 -5.4117 0.1049
C 6.9419 0.2028 2.6247 -0.4222
H 0.5285 2.4855 6.7237 0.1208
O 7.7978 1.0413 2.7374 0.1302
H -3.3696 4.4758 1.8612 0.1119
C 1.6850 -2.5190 4.6473 0.0031
H 1.0179 0.2526 1.7938 0.0980
H 1.2582 -1.2791 -0.6317 0.1023
C 4.5829 -1.7270 2.2844 -0.3372
H 3.9949 1.1367 -1.8168 0.1206
C 0.4477 -4.3617 5.5247 0.0244
O -3.6147 5.9314 -2.3747 0.1234
H 0.6602 -4.5174 1.3406 0.0971
C 3.3781 -5.6643 -0.3956 0.0258
H -1.7465 0.1575 1.3767 0.0959
O -0.2157 2.8641 -7.1851 0.1021
C -2.6196 3.2041 4.6760 -0.0047
C 3.3629 1.3252 -4.7358 -0.1964
C 4.4339 2.2830 -4.3098 -0.1574
C 1.9871 -4.2426 -4.8706 0.0497
C 3.2685 1.7447 -2.3560 -0.2175
C -0.5008 3.1801 -6.0293 -0.3907
O -6.1781 -0.4815 -2.1288 0.1047
H 3.2324 -1.7030 5.6968 0.1143
C 4.4489 -0.2269 2.4506 0.0275
H -6.7709 0.9079 3.2204 0.1221
O -0.1276 5.1103 -2.2400 0.0595
C -5.9229 0.2535 3.0830 0.0281
C -3.3907 4.2134 0.8138 0.0275
O -0.0980 -3.5256 3.3572 0.0698
H -4.4227 3.4670 -2.8528 0.1120
C -3.3974 0.2894 -4.2814 0.0398
H 5.3848 1.7513 -4.2753 0.1166
H -3.3079 6.1721 0.3145 0.1229
H 5.2632 1.6598 2.7593 0.1164
H -3.5702 -1.0385 -2.7140 0.1202
C -1.9534 2.0421 4.4787 0.0510
C 0.2480 -2.6104 -4.2822 -0.3812
C -1.2787 4.3925 -5.6679 0.0340
H 1.9667 0.2762 -0.3831 0.0998
H -0.3541 -5.0848 5.5012 0.1211
C 0.3692 -0.2476 1.0747 -0.1307
C 2.3005 -3.4304 6.9035 -0.3695
C 0.0167 3.0836 -3.5943 0.0281
```

Results
Energy above the lowest of the compared OMol25 structures with the same formula, charge and spin = 177.9 kJ/mol
Charge = 0
SMILES = O=C1C=CC(=O)C=C1.O=C1C=CC(=O)C=C1.O=C1C=CC(=O)C=C1.O=C1C=CC(=O)C=C1.O=C1C=CC(=O)C=C1.O=C1C=CC(=O)C=C1.O=C1C=CC(=O)C=C1.O=C1C=CC(=O)C=C1.O=C1C=CC(=O)C=C1.C1CCOC1.C1CCOC1
HOMO-LUMO gap = 7.44 eV
DFT total energy = -106071.41735 eV